Entry from OMol25: C49H43AsBaF6N2O2P2Si as an isolated structure (the ωB97M-V functional and the def2-TZVPD basis).

Each line ends with the Löwdin spin population.
Geometry (Å):
Ba (-1.077, -0.829, -1.269)  0.0975
C (2.720, -3.227, 0.589)  0.0002
C (1.444, -2.978, -0.188)  0.0015
O (1.204, -1.754, -0.499)  0.0026
C (0.622, -4.052, -0.461)  0.0015
C (-0.602, -3.919, -1.212)  0.0037
C (-1.849, -4.599, -0.703)  0.0004
N (-0.759, -3.224, -2.300)  0.0057
N (0.386, -2.925, -3.029)  0.0002
C (0.456, -1.776, -3.634)  -0.0003
O (-0.263, -0.714, -3.467)  0.0007
C (1.534, -1.668, -4.681)  0.0000
C (2.525, -2.640, -4.814)  0.0000
C (3.504, -2.518, -5.787)  0.0000
C (3.505, -1.426, -6.648)  -0.0001
C (2.521, -0.456, -6.520)  0.0000
C (1.546, -0.573, -5.538)  0.0000
H (2.713, -2.659, 1.524)  0.0000
H (3.561, -2.857, 0.000)  0.0001
H (2.877, -4.283, 0.806)  0.0000
H (0.818, -4.989, 0.048)  0.0001
H (-1.721, -5.684, -0.781)  0.0002
H (-2.707, -4.307, -1.306)  0.0000
H (-2.036, -4.372, 0.350)  0.0001
H (2.503, -3.485, -4.138)  0.0000
H (4.273, -3.278, -5.876)  0.0000
H (4.270, -1.332, -7.410)  0.0000
H (2.514, 0.398, -7.187)  0.0000
H (0.779, 0.179, -5.414)  0.0000
C (-2.196, 2.935, -1.123)  0.0867
Si (-0.977, 2.136, 0.055)  0.4838
C (0.693, 2.994, -0.064)  0.0680
C (0.893, 3.894, -1.118)  0.0280
C (2.108, 4.537, -1.302)  -0.0014
C (3.156, 4.288, -0.430)  0.0252
C (2.982, 3.395, 0.617)  -0.0028
C (1.764, 2.747, 0.814)  0.0255
P (1.516, 1.515, 2.158)  0.0120
C (1.404, 2.570, 3.659)  0.0016
C (1.748, 3.919, 3.703)  0.0006
C (1.653, 4.637, 4.887)  0.0001
C (1.216, 4.014, 6.048)  0.0001
C (0.863, 2.673, 6.016)  0.0001
C (0.946, 1.960, 4.828)  0.0004
C (3.224, 0.867, 2.312)  0.0014
C (4.067, 1.122, 3.391)  0.0003
C (5.358, 0.606, 3.412)  0.0000
C (5.821, -0.155, 2.349)  0.0001
C (4.982, -0.420, 1.275)  0.0000
C (3.686, 0.070, 1.262)  0.0001
C (-1.632, 2.321, 1.820)  0.0675
C (-1.609, 3.630, 2.319)  0.0142
C (-2.049, 3.925, 3.598)  0.0035
C (-2.527, 2.907, 4.410)  -0.0009
C (-2.555, 1.608, 3.934)  -0.0006
C (-2.109, 1.299, 2.649)  0.0016
P (-2.142, -0.442, 2.038)  0.0313
C (-3.881, -0.914, 2.325)  0.0031
C (-4.196, -2.268, 2.448)  0.0018
C (-5.517, -2.685, 2.490)  -0.0002
C (-6.543, -1.755, 2.394)  0.0018
C (-6.239, -0.410, 2.258)  -0.0001
C (-4.916, 0.010, 2.223)  0.0018
C (-1.225, -1.360, 3.326)  0.0044
C (-1.700, -1.607, 4.614)  0.0011
C (-0.906, -2.263, 5.541)  0.0002
C (0.369, -2.690, 5.187)  0.0004
C (0.837, -2.480, 3.899)  -0.0001
C (0.041, -1.826, 2.967)  0.0005
H (-2.265, 3.997, -0.864)  0.0155
H (-1.918, 2.838, -2.173)  0.0009
H (-3.179, 2.479, -0.997)  0.0001
H (0.092, 4.086, -1.822)  0.0018
H (2.238, 5.218, -2.134)  -0.0006
H (4.112, 4.778, -0.568)  0.0018
H (3.809, 3.189, 1.286)  -0.0006
H (2.090, 4.417, 2.804)  0.0002
H (1.923, 5.686, 4.902)  0.0000
H (1.143, 4.575, 6.972)  0.0000
H (0.507, 2.178, 6.912)  0.0000
H (0.653, 0.916, 4.810)  0.0001
H (3.723, 1.734, 4.216)  0.0000
H (6.003, 0.811, 4.257)  0.0000
H (6.830, -0.549, 2.360)  0.0000
H (5.330, -1.027, 0.448)  0.0000
H (3.020, -0.182, 0.443)  0.0000
H (-1.220, 4.434, 1.701)  0.0019
H (-2.010, 4.944, 3.962)  0.0005
H (-2.868, 3.123, 5.415)  0.0000
H (-2.930, 0.818, 4.573)  0.0000
H (-3.403, -3.005, 2.493)  0.0001
H (-5.743, -3.740, 2.576)  -0.0001
H (-7.576, -2.080, 2.408)  0.0001
H (-7.032, 0.320, 2.156)  0.0000
H (-4.696, 1.061, 2.088)  0.0001
H (-2.702, -1.299, 4.886)  0.0001
H (-1.285, -2.449, 6.539)  0.0000
H (0.988, -3.205, 5.912)  0.0000
H (1.820, -2.834, 3.611)  0.0000
H (0.405, -1.679, 1.954)  0.0000
F (-3.388, -1.499, -0.777)  0.0009
As (-4.413, -0.698, -2.012)  0.0001
F (-3.916, -1.906, -3.115)  0.0000
F (-5.756, -1.615, -1.471)  0.0000
F (-5.350, 0.117, -3.192)  0.0000
F (-4.726, 0.532, -0.829)  0.0003
F (-2.988, 0.263, -2.485)  0.0017

Cartesian forces (eV/Å) of the 3 atoms listed first:
1.54 -0.19 1.03
0.00 0.00 0.03
0.02 -0.13 -0.06

Results
HOMO level (spin up / spin down) in eV: -4.2 / -4.2
⟨S²⟩: 0.75
Lowest unoccupied orbital energy (spin up / spin down) in eV: 2.1 / 0.9
Max |F| in Eh/bohr: 0.036
2S+1: 2
Total charge: -1
Gap between HOMO and LUMO (spin up / spin down) in eV: 6.30 / 5.11
E in Eh: -5985.97514


Entry from OMol25: C49H43BrN5O6SSiTi as an isolated structure (the ωB97M-V functional and the def2-TZVPD basis).

Each line ends with the Löwdin spin population.
Geometry (Å):
Ti (0.760, -0.176, 0.207)  0.1619
O (2.027, 3.090, -2.577)  0.0000
C (2.539, 2.411, -1.540)  0.0004
O (3.417, 1.598, -1.643)  0.0016
C (1.996, 2.891, -0.222)  0.0011
C (2.213, 4.211, 0.135)  0.0000
C (1.872, 4.628, 1.415)  0.0015
C (1.314, 3.712, 2.285)  0.0000
C (1.110, 2.420, 1.830)  0.0015
N (1.441, 2.010, 0.611)  0.0011
C (0.524, 1.345, 2.716)  0.0009
O (0.261, 1.574, 3.873)  -0.0002
O (0.394, 0.212, 2.098)  0.0022
H (2.463, 2.759, -3.379)  0.0000
H (2.657, 4.891, -0.579)  0.0000
H (2.045, 5.651, 1.720)  0.0001
H (1.028, 3.951, 3.299)  0.0000
C (-1.263, 5.319, -0.455)  0.0000
C (-2.312, 4.587, -1.277)  0.0000
N (-1.724, 3.582, -2.155)  -0.0001
C (-1.428, 4.006, -3.524)  0.0001
C (-2.609, 3.786, -4.457)  0.0000
C (-1.507, 2.328, -1.737)  0.0001
S (-1.833, 1.826, -0.167)  0.0008
N (-1.085, 1.477, -2.743)  0.0012
C (-0.083, 0.692, -2.588)  0.0016
O (0.693, 0.658, -1.539)  0.0178
C (0.318, -0.185, -3.724)  0.0002
C (-0.631, -0.657, -4.624)  0.0002
C (-0.240, -1.474, -5.673)  0.0003
C (1.101, -1.794, -5.844)  0.0000
C (2.050, -1.309, -4.955)  0.0006
C (1.660, -0.517, -3.886)  -0.0002
H (-1.727, 6.101, 0.148)  0.0000
H (-0.513, 5.782, -1.101)  0.0000
H (-0.769, 4.615, 0.213)  0.0000
H (-2.860, 5.285, -1.914)  0.0000
H (-3.027, 4.093, -0.622)  0.0000
H (-0.553, 3.471, -3.880)  0.0000
H (-1.165, 5.065, -3.478)  0.0000
H (-2.846, 2.725, -4.510)  0.0000
H (-2.375, 4.143, -5.461)  0.0000
H (-3.492, 4.322, -4.103)  0.0000
H (-1.669, -0.386, -4.482)  0.0000
H (-0.981, -1.857, -6.363)  0.0000
H (1.405, -2.425, -6.670)  0.0000
H (3.095, -1.561, -5.083)  0.0001
H (2.389, -0.164, -3.167)  -0.0001
Br (5.473, 2.747, 5.160)  0.0006
C (4.654, 1.697, 3.810)  0.0024
C (3.720, 0.738, 4.163)  0.0003
C (3.109, -0.012, 3.169)  0.0045
C (3.425, 0.209, 1.834)  0.0077
C (4.383, 1.160, 1.497)  0.0034
C (5.001, 1.908, 2.485)  -0.0001
N (2.747, -0.525, 0.815)  0.1456
C (3.493, -1.396, 0.142)  0.2385
C (2.822, -2.183, -0.812)  0.0793
C (3.397, -3.203, -1.593)  0.0469
C (2.593, -3.944, -2.417)  0.0389
C (1.216, -3.671, -2.459)  0.0751
C (0.719, -2.649, -1.689)  0.0205
N (1.494, -1.903, -0.882)  0.1040
H (3.458, 0.584, 5.201)  0.0000
H (2.359, -0.749, 3.427)  0.0002
H (4.611, 1.317, 0.450)  -0.0002
H (5.742, 2.654, 2.229)  0.0001
H (4.549, -1.512, 0.355)  0.0130
H (4.459, -3.393, -1.515)  0.0004
H (3.013, -4.736, -3.023)  0.0008
H (0.548, -4.233, -3.096)  0.0037
H (-0.332, -2.398, -1.690)  0.0000
O (-0.700, -1.236, 0.297)  0.0098
Si (-1.723, -1.889, 1.423)  0.0015
C (-2.779, -0.600, 2.264)  0.0001
C (-3.866, -0.007, 1.614)  0.0000
C (-4.618, 0.980, 2.230)  0.0000
C (-4.290, 1.403, 3.511)  0.0000
C (-3.205, 0.841, 4.166)  0.0000
C (-2.459, -0.152, 3.547)  0.0000
C (-0.689, -2.823, 2.679)  0.0003
C (0.679, -3.037, 2.523)  0.0027
C (1.408, -3.762, 3.458)  0.0006
C (0.773, -4.291, 4.571)  0.0001
C (-0.591, -4.100, 4.741)  0.0001
C (-1.311, -3.377, 3.801)  0.0000
C (-2.780, -3.165, 0.543)  0.0001
C (-2.138, -4.159, -0.204)  0.0008
C (-2.853, -5.158, -0.845)  0.0001
C (-4.238, -5.193, -0.742)  0.0000
C (-4.894, -4.234, 0.013)  0.0001
C (-4.170, -3.233, 0.650)  0.0000
H (-4.113, -0.300, 0.599)  0.0000
H (-5.451, 1.431, 1.705)  0.0000
H (-4.872, 2.180, 3.990)  0.0000
H (-2.925, 1.186, 5.153)  0.0000
H (-1.598, -0.560, 4.061)  0.0000
H (1.194, -2.635, 1.657)  0.0024
H (2.471, -3.912, 3.313)  0.0003
H (1.339, -4.852, 5.305)  0.0000
H (-1.094, -4.513, 5.606)  0.0000
H (-2.377, -3.238, 3.949)  0.0000
H (-1.055, -4.165, -0.273)  0.0007
H (-2.331, -5.917, -1.414)  0.0000
H (-4.801, -5.973, -1.239)  0.0000
H (-5.972, -4.262, 0.110)  0.0000
H (-4.702, -2.504, 1.248)  0.0000

Cartesian forces (eV/Å) of the 3 atoms listed first:
-0.07 0.00 -0.16
-0.03 0.04 -0.03
0.01 -0.03 0.11

Results
HOMO level (spin up / spin down) in eV: -6.4 / -7.9
⟨S²⟩: 0.76
Lowest unoccupied orbital energy (spin up / spin down) in eV: -0.3 / -0.7
Max |F| in Eh/bohr: 0.004
2S+1: 2
Total charge: 0
Gap between HOMO and LUMO (spin up / spin down) in eV: 6.11 / 7.12
E in Eh: -6729.75595